(1)
This record from OMol25 describes 2 unconnected molecules or ions with the total composition C29H33N2O2S at a distorted geometry. The level of theory is the ωB97M-V functional and the def2-TZVPD basis.

The energy above the lowest of the compared OMol25 structures with the same formula, charge and spin is 38.8 kcal per mole. The total charge is +1. The largest force on an atom is 2.7 eV/Å. The spin multiplicity is 1.

Structure (XYZ):
```
67
C29H33N2O2S the ωB97M-V functional and the def2-TZVPD basis
C 1.29 6.40 0.89
O 0.56 5.49 1.77
C -0.07 4.43 1.19
C -0.85 3.60 2.03
C -1.49 2.50 1.50
C -1.32 2.15 0.16
C -2.09 0.98 -0.40
C -1.37 0.12 -1.37
S -2.43 -0.81 -2.38
C -3.60 0.28 -3.26
C -1.33 -1.32 -3.74
O -3.25 0.70 0.00
C -0.57 2.98 -0.68
C 0.05 4.11 -0.18
H 1.67 7.16 1.57
H 2.12 5.89 0.37
H 0.62 6.85 0.14
H -0.93 3.82 3.09
H -2.15 1.89 2.13
H -0.33 0.26 -1.67
H -4.30 -0.44 -3.70
H -4.13 0.93 -2.55
H -3.08 0.86 -4.04
H -1.67 -2.32 -4.03
H -1.45 -0.59 -4.56
H -0.28 -1.36 -3.40
H -0.51 2.76 -1.74
H 0.68 4.73 -0.83
C 1.43 2.56 4.70
N 1.89 1.30 4.17
C 3.18 0.86 4.64
C 1.22 0.65 3.13
C 1.76 0.66 1.83
C 1.08 0.01 0.80
C -0.10 -0.70 1.05
C -0.77 -1.46 -0.02
C -0.06 -2.45 -0.72
C -0.64 -3.56 -1.48
C -1.93 -3.97 -1.71
C -2.16 -4.96 -2.69
C -1.11 -5.51 -3.42
C 0.22 -5.15 -3.16
C 0.42 -4.22 -2.15
N 1.61 -3.58 -1.78
C 2.94 -3.96 -2.21
C 1.33 -2.54 -0.93
C -0.67 -0.65 2.34
C -0.03 0.02 3.37
H 0.46 2.82 4.26
H 1.32 2.51 5.79
H 2.14 3.37 4.46
H 3.40 -0.13 4.22
H 3.97 1.56 4.34
H 3.16 0.79 5.73
H 2.72 1.15 1.65
H 1.49 0.06 -0.21
H -1.83 -1.68 0.15
H -2.75 -3.55 -1.13
H -3.18 -5.27 -2.91
H -1.31 -6.26 -4.18
H 1.07 -5.55 -3.68
H 2.86 -4.68 -3.03
H 3.52 -3.08 -2.54
H 3.50 -4.43 -1.38
H 2.13 -1.93 -0.52
H -1.63 -1.14 2.53
H -0.43 0.03 4.39
```

For reference, the Löwdin charges in units of e are: -0.05, -0.08, -0.24, 0.01, -0.01, -0.17, -0.41, -0.32, 1.09, -0.20, -0.19, 0.03, -0.03, -0.01, 0.10, 0.09, 0.10, 0.11, 0.13, 0.10, 0.07, 0.07, 0.07, 0.06, 0.07, 0.07, 0.12, 0.10, -0.06, -0.24, -0.07, -0.24, 0.02, -0.05, -0.22, -0.04, -0.16, -0.15, -0.06, -0.08, -0.07, 0.00, -0.16, -0.08, 0.00, 0.04, -0.01, 0.01, 0.06, 0.09, 0.09, 0.09, 0.08, 0.09, 0.13, 0.11, 0.13, 0.11, 0.11, 0.11, 0.10, 0.09, 0.10, 0.11, 0.13, 0.13, 0.13


(2)
This record from OMol25 describes a molecular structure, C6H19AgB2NO2 at a distorted geometry. The level of theory is the ωB97M-V functional and the def2-TZVPD basis.

The total charge is -3. The largest force on an atom is 6.1 eV/Å. As for the energy: -17450.537 eV. The spin multiplicity is 1.

Structure (XYZ):
```
31
C6H19AgB2NO2 the ωB97M-V functional and the def2-TZVPD basis
Ag 0.04 -0.71 -2.29
O -1.35 -1.74 -0.31
C -1.49 -1.26 1.02
C -0.46 -1.95 2.07
O -0.10 -3.32 1.82
H -2.50 -1.46 1.35
H -1.57 -0.19 1.21
H -0.84 -1.74 3.08
H 0.40 -1.31 2.23
B -1.78 -1.81 -3.41
H -1.08 -1.36 -4.11
H -1.26 -2.55 -2.83
H -2.16 -1.07 -2.72
H -2.68 -2.23 -3.82
B 1.63 -2.53 -1.48
H 1.20 -2.08 -0.60
H 2.28 -1.82 -1.97
H 2.15 -3.46 -1.28
H 0.84 -2.80 -2.16
C 2.03 3.67 1.35
C 0.99 2.70 1.88
C -0.39 2.77 1.15
C -0.39 2.15 -0.17
N -0.37 1.66 -1.28
H 3.05 3.63 1.73
H 1.52 4.59 1.64
H 2.04 3.71 0.26
H 0.89 2.80 2.96
H 1.33 1.68 1.75
H -0.85 3.75 1.12
H -1.10 2.29 1.82
```

For reference, the Löwdin charges in units of e are: 0.60, -0.35, -0.43, -0.49, -0.44, 0.02, 0.01, 0.00, 0.02, -0.53, -0.11, -0.09, -0.10, -0.10, -0.50, -0.09, -0.12, -0.09, -0.10, -0.14, -0.27, -0.23, -0.19, 0.13, 0.06, 0.05, 0.07, 0.09, 0.11, 0.09, 0.09


(3)
This record from OMol25 describes 2 unconnected molecules or ions with the total composition C14H16 at a distorted geometry. The level of theory is the ωB97M-V functional and the def2-TZVPD basis.

The energy above the lowest of the compared OMol25 structures with the same formula, charge and spin is 11.9 kcal per mole. The largest force on an atom is 1.6 eV/Å. The spin multiplicity is 1. Its structure (SMILES) is Cc1ccccc1.Cc1ccccc1.

Structure (XYZ):
```
30
C14H16 the ωB97M-V functional and the def2-TZVPD basis
C -0.71 -2.67 2.72
C -1.28 -2.36 1.37
C -2.57 -1.83 1.26
C -3.10 -1.44 0.05
C -2.39 -1.72 -1.12
C -1.05 -2.08 -1.01
C -0.50 -2.39 0.22
H -1.28 -3.45 3.23
H -0.80 -1.81 3.38
H 0.32 -3.02 2.66
H -3.18 -1.78 2.15
H -3.95 -0.78 -0.04
H -2.82 -1.49 -2.09
H -0.56 -2.22 -1.97
H 0.55 -2.65 0.30
C 3.32 1.43 -2.11
C 2.21 1.83 -1.18
C 1.35 0.88 -0.63
C 0.31 1.30 0.19
C 0.34 2.58 0.70
C 1.22 3.55 0.21
C 2.10 3.15 -0.78
H 4.19 2.08 -2.02
H 3.02 1.43 -3.17
H 3.60 0.39 -1.93
H 1.39 -0.10 -1.11
H -0.47 0.62 0.53
H -0.44 2.89 1.40
H 1.22 4.55 0.62
H 2.73 3.87 -1.29
```

For reference, the Löwdin charges in units of e are: -0.05, -0.29, -0.06, -0.09, -0.09, -0.11, -0.07, 0.08, 0.08, 0.07, 0.11, 0.10, 0.10, 0.10, 0.11, -0.06, -0.29, -0.05, -0.08, -0.10, -0.08, -0.07, 0.08, 0.08, 0.08, 0.10, 0.09, 0.10, 0.10, 0.11


(4)
This record from OMol25 describes 2 unconnected molecules or ions with the total composition C6H17NO at a distorted geometry. The level of theory is the ωB97M-V functional and the def2-TZVPD basis.

The energy above the lowest of the compared OMol25 structures with the same formula, charge and spin is 11.2 kcal per mole. The largest force on an atom is 1.4 eV/Å. The spin multiplicity is 1. Its structure (SMILES) is CCN[C@@H](C)CC.O.

Structure (XYZ):
```
25
C6H17NO the ωB97M-V functional and the def2-TZVPD basis
C 0.32 -1.63 -2.23
C 0.87 -0.57 -1.26
N -0.19 0.38 -0.90
C -0.50 0.51 0.51
C 0.59 1.36 1.16
C -1.88 1.13 0.68
C -2.99 0.12 0.51
H -0.42 -2.27 -1.74
H 1.16 -2.21 -2.61
H -0.12 -1.15 -3.11
H 1.67 -0.06 -1.79
H 1.25 -1.15 -0.42
H -0.99 0.18 -1.49
H -0.46 -0.50 0.95
H 0.37 1.58 2.21
H 1.54 0.84 1.10
H 0.62 2.31 0.62
H -1.92 1.61 1.66
H -1.98 1.93 -0.05
H -2.89 -0.69 1.23
H -4.01 0.49 0.61
H -2.97 -0.40 -0.46
O 3.22 -1.06 1.25
H 3.66 -0.27 0.94
H 2.82 -0.83 2.09
```

For reference, the Löwdin charges in units of e are: -0.10, -0.28, -0.05, -0.44, -0.06, -0.23, -0.11, 0.07, 0.07, 0.07, 0.10, 0.09, 0.09, 0.14, 0.08, 0.04, 0.09, 0.11, 0.11, 0.07, 0.07, 0.07, -0.06, 0.04, 0.03


(5)
This record from OMol25 describes a gas-phase ion, C6H11N (charge -1) at a distorted geometry. The level of theory is the ωB97M-V functional and the def2-TZVPD basis.

The energy above the lowest of the compared OMol25 structures with the same formula, charge and spin is 17.7 kcal per mole. The total charge is -1. The largest force on an atom is 1.4 eV/Å. The spin multiplicity is 2.

Structure (XYZ):
```
18
C6H11N the ωB97M-V functional and the def2-TZVPD basis
C 3.41 -0.10 -0.93
N 2.13 0.36 -1.44
C 1.09 0.47 -0.44
C 0.07 -0.45 -0.18
C -1.03 -0.20 0.68
C -2.34 -0.60 0.51
C -3.49 0.01 1.25
H 3.98 0.69 -0.39
H 3.24 -0.94 -0.28
H 4.10 -0.35 -1.75
H 2.17 1.25 -1.91
H 1.34 1.21 0.33
H 0.02 -1.21 -0.97
H -0.78 0.55 1.44
H -2.56 -1.31 -0.28
H -3.17 0.37 2.24
H -4.34 -0.66 1.40
H -3.85 0.90 0.72
```

For reference, the Löwdin charges in units of e are: -0.20, -0.18, -0.29, -0.23, -0.26, -0.27, -0.20, 0.05, 0.06, 0.05, 0.06, 0.06, 0.08, 0.08, 0.06, 0.05, 0.04, 0.04


(6)
This record from OMol25 describes a single C19H20ClNO7 molecule. The level of theory is the ωB97M-V functional and the def2-TZVPD basis.

The largest force on an atom is 0.7 eV/Å. As for the energy: -48371.523 eV. The spin multiplicity is 1. Its structure (SMILES) is COC(=O)c1cc(Cl)c(NC(=O)c2cc(OC)c(OC)c(OC)c2)cc1OC.

Structure (XYZ):
```
48
C19H20ClNO7 the ωB97M-V functional and the def2-TZVPD basis
C 2.58 0.28 -5.84
O 1.85 -0.48 -4.89
C 1.93 -0.04 -3.61
O 2.56 0.93 -3.30
C 1.12 -0.89 -2.70
C 0.15 -1.74 -3.22
C -0.66 -2.49 -2.39
Cl -1.88 -3.51 -3.06
C -0.51 -2.41 -1.00
N -1.35 -3.13 -0.17
C -1.80 -2.84 1.10
O -2.40 -3.67 1.74
C -1.56 -1.45 1.58
C -1.09 -1.24 2.86
C -0.83 0.05 3.33
O -0.36 0.08 4.60
C -0.16 1.29 5.29
C -1.06 1.15 2.49
O -0.83 2.43 2.93
C 0.14 3.18 2.23
C -1.60 0.92 1.20
O -1.83 2.04 0.46
C -2.34 1.89 -0.85
C -1.84 -0.36 0.75
C 0.51 -1.62 -0.48
C 1.31 -0.83 -1.31
O 2.27 -0.02 -0.84
C 2.47 0.10 0.55
H 2.44 -0.22 -6.79
H 2.21 1.31 -5.88
H 3.64 0.31 -5.57
H 0.02 -1.80 -4.29
H -1.74 -3.98 -0.57
H -0.90 -2.07 3.51
H -1.05 1.92 5.27
H 0.06 0.99 6.32
H 0.69 1.85 4.90
H -0.12 3.30 1.18
H 0.16 4.16 2.71
H 1.13 2.71 2.31
H -2.43 2.90 -1.24
H -1.64 1.32 -1.48
H -3.32 1.41 -0.85
H -2.26 -0.53 -0.23
H 0.66 -1.62 0.58
H 3.25 0.86 0.66
H 1.56 0.43 1.05
H 2.81 -0.84 0.99
```

For reference, the Löwdin charges in units of e are: -0.05, -0.05, -0.44, 0.13, -0.04, -0.03, -0.58, 0.71, -0.26, 0.13, -0.41, 0.11, -0.16, 0.06, -0.18, -0.06, -0.06, -0.13, -0.11, -0.06, -0.18, -0.08, -0.06, 0.02, 0.05, -0.20, -0.05, -0.05, 0.09, 0.10, 0.10, 0.12, 0.12, 0.14, 0.10, 0.10, 0.09, 0.09, 0.10, 0.09, 0.10, 0.10, 0.10, 0.12, 0.11, 0.10, 0.08, 0.10


> Among the records above, which one has the highest largest force on an atom?

C6H19AgB2NO2


> Among the records above, which one has the lowest largest force on an atom?

C19H20ClNO7